{
  "formula": "C51H67Ge2O5S4SbZr",
  "method": "ωB97M-V/def2-TZVPD",
  "homo_lumo_gap_ev": 6.71,
  "charge": 0,
  "multiplicity": 1,
  "de_lowest_ev": 0.000,
  "max_force_ev_per_a": 2.500,
  "elements": ["Zr", "C", "C", "C", "C", "C", "C", "C", "C", "C", "C", "C", "C", "C", "C", "C", "Ge", "S", "S", "Ge", "S", "S", "C", "C", "C", "C", "C", "C", "C", "C", "C", "C", "C", "C", "C", "C", "C", "C", "C", "C", "C", "C", "C", "C", "C", "C", "C", "C", "C", "C", "C", "C", "C", "C", "C", "H", "H", "H", "H", "H", "H", "H", "H", "H", "H", "H", "H", "H", "H", "H", "H", "H", "H", "H", "H", "H", "H", "H", "H", "H", "H", "H", "H", "H", "H", "H", "H", "H", "H", "H", "H", "H", "H", "H", "H", "H", "H", "H", "H", "H", "H", "H", "H", "H", "H", "O", "H", "H", "O", "H", "H", "O", "H", "H", "O", "H", "H", "O", "C", "Sb", "C", "C", "H", "H", "H", "H", "H", "H", "H", "H", "H"],
  "coordinates": [[1.9777, -3.1403, -0.0750], [-2.9368, -4.2849, 4.1533], [-2.2987, -2.9248, 4.2489], [-0.9666, -2.7793, 4.6307], [-0.3668, -1.5305, 4.7159], [1.0615, -1.4031, 5.1746], [-1.1143, -0.3892, 4.3852], [-2.4686, -0.5066, 4.0543], [-3.3547, 0.6887, 3.8114], [-3.0325, -1.7798, 3.9812], [-0.4594, 0.9548, 4.4554], [-0.3726, 1.5545, 5.7088], [0.2165, 2.7998, 5.8635], [0.7048, 3.4621, 4.7515], [0.6160, 2.8929, 3.4807], [0.0492, 1.6226, 3.3234], [-0.0069, 0.7615, 1.5499], [1.0722, -1.1209, 1.5542], [0.7367, 1.8990, -0.2489], [-0.8225, 0.4945, -1.1811], [0.1090, -1.3998, -1.4064], [-2.0852, 0.4464, 0.7046], [-1.6370, 1.2471, -2.8106], [-0.8335, 1.4654, -3.9445], [-1.3591, 2.1179, -5.0553], [-2.6798, 2.5421, -5.0684], [-3.4837, 2.2922, -3.9701], [-2.9788, 1.6440, -2.8414], [-3.9278, 1.3850, -1.7160], [-4.3371, 2.4188, -0.8754], [-3.8037, 3.8227, -0.9951], [-5.2439, 2.1377, 0.1486], [-5.7487, 0.8654, 0.3505], [-6.7136, 0.5720, 1.4657], [-5.3338, -0.1512, -0.5104], [-4.4325, 0.0832, -1.5359], [-4.0155, -1.0428, -2.4456], [0.5763, 0.9682, -4.0346], [0.8165, -0.3376, -4.4636], [-0.2910, -1.2665, -4.8820], [2.1359, -0.7905, -4.5351], [3.2095, 0.0153, -4.1825], [4.6235, -0.4954, -4.2493], [2.9449, 1.3262, -3.7914], [1.6489, 1.8237, -3.7344], [1.4030, 3.2651, -3.3788], [1.1159, 3.7109, 2.3331], [2.4704, 3.7452, 2.0129], [3.4962, 2.9228, 2.7495], [2.8917, 4.5489, 0.9498], [2.0036, 5.3138, 0.2152], [2.4661, 6.1698, -0.9310], [0.6521, 5.2706, 0.5621], [0.1929, 4.4797, 1.5999], [-1.2734, 4.4391, 1.9348], [-2.2250, -5.0723, 4.4060], [-3.3141, -4.4751, 3.1450], [-3.7863, -4.3712, 4.8338], [-0.3848, -3.6630, 4.8764], [1.4856, -2.3893, 5.3842], [1.1367, -0.8131, 6.0903], [1.6679, -0.9052, 4.4139], [-2.8090, 1.6288, 3.8783], [-4.1581, 0.7108, 4.5532], [-3.8155, 0.6373, 2.8239], [-4.0804, -1.8694, 3.7106], [-0.7740, 1.0274, 6.5665], [0.2833, 3.2549, 6.8436], [1.1523, 4.4441, 4.8494], [-0.7226, 2.2766, -5.9182], [-3.0831, 3.0470, -5.9370], [-4.5243, 2.5947, -3.9717], [-3.0703, 3.9222, -1.7930], [-3.3204, 4.1146, -0.0595], [-4.6130, 4.5319, -1.1850], [-5.5472, 2.9421, 0.8118], [-6.9286, 1.4704, 2.0449], [-6.3066, -0.1792, 2.1473], [-7.6585, 0.1844, 1.0781], [-5.7195, -1.1560, -0.3696], [-4.5305, -1.9625, -2.1658], [-2.9402, -1.2369, -2.3967], [-4.2558, -0.8175, -3.4880], [-1.2730, -0.8093, -4.7767], [-0.2877, -2.1653, -4.2647], [-0.1626, -1.5622, -5.9269], [2.3275, -1.8002, -4.8964], [4.6533, -1.5341, -4.5831], [5.1142, -0.4375, -3.2735], [5.2250, 0.0960, -4.9425], [3.7707, 1.9854, -3.5434], [2.3445, 3.7723, -3.1650], [0.7578, 3.3647, -2.5044], [0.9104, 3.7853, -4.2039], [3.0503, 2.3192, 3.5383], [4.2569, 3.5639, 3.2014], [4.0045, 2.2461, 2.0580], [3.9468, 4.5651, 0.6938], [3.5436, 6.0847, -1.0753], [2.2300, 7.2219, -0.7571], [1.9744, 5.8744, -1.8610], [-0.0611, 5.8590, -0.0066], [-1.8281, 5.1135, 1.2812], [-1.4547, 4.7383, 2.9702], [-1.6844, 3.4323, 1.8080], [0.1285, -4.3044, 0.5132], [-0.0449, -5.2431, 0.4164], [-0.6227, -3.8515, 0.9172], [3.7030, -1.8018, -0.6549], [3.6627, -0.8402, -0.5878], [4.5530, -2.0998, -0.9898], [2.4001, -3.2748, 2.2697], [3.0962, -3.8609, 2.5752], [1.9472, -2.7844, 2.9687], [1.7684, -3.2197, -2.4084], [1.9378, -2.4391, -2.9637], [1.4647, -3.9643, -2.9346], [3.2396, -4.4777, 0.3090], [3.9047, -7.4336, -3.0361], [3.2311, -5.7992, -1.7173], [3.2840, -7.2483, -0.0976], [5.0546, -4.6791, -2.0301], [4.8619, -7.8078, -2.6656], [4.0331, -7.1145, -4.0730], [3.1743, -8.2440, -3.0139], [3.6362, -8.2125, -0.4614], [2.2648, -7.3534, 0.2766], [3.9188, -6.9030, 0.7139], [5.7519, -5.2545, -2.6380], [5.5213, -4.4456, -1.0723], [4.8009, -3.7595, -2.5646]],
  "mulliken_charge": [0.71, -1.62, 0.72, -1.10, 1.13, -1.61, 0.05, 0.93, -1.06, -1.06, 0.03, -0.05, -1.09, -0.22, -0.28, 0.37, -1.04, 0.45, 0.17, -0.62, 0.21, 0.45, 0.52, -0.44, -0.16, -1.28, -0.02, 0.11, -0.18, 1.18, -1.61, -0.73, 0.83, -1.54, -1.02, 1.57, -1.72, -0.28, 1.16, -1.66, -1.49, 0.89, -1.48, -0.84, 1.14, -1.47, -0.16, 1.30, -2.04, -0.95, 0.87, -1.46, -0.92, 1.66, -1.56, 0.36, 0.33, 0.38, 0.29, 0.45, 0.41, 0.30, 0.13, 0.60, -0.30, 0.49, 0.55, 0.41, 0.50, 0.58, 0.39, 0.48, 0.28, -0.01, 0.46, 0.31, 0.37, 0.22, 0.43, 0.36, 0.43, 0.23, 0.32, 0.23, 0.13, 0.50, 0.61, 0.33, 0.27, 0.41, 0.41, 0.42, 0.23, 0.37, 0.32, 0.46, 0.31, 0.31, 0.36, 0.37, 0.26, 0.36, 0.51, 0.32, 0.15, -0.52, 0.20, 0.23, -0.55, 0.21, 0.21, -0.65, 0.25, 0.12, 0.63, 0.00, -0.02, -0.99, -1.47, 0.51, -1.22, -0.83, 0.42, 0.36, 0.36, 0.38, 0.28, 0.35, 0.47, 0.30, -0.12]
}